1.
# C4H9OPS

An isolated molecule of C4H9OPS in a non-equilibrium geometry (ωB97M-V/def2-TZVPD, OMol25).

The geometry in XYZ format:
```
16
Properties=species:S:1:pos:R:3:forces:R:3
C 0.803 -0.985 0.778 -0.475 -0.217 -0.036
C -0.338 -1.613 -0.017 1.213 2.438 -1.419
C 1.328 0.363 0.032 -0.403 0.085 3.544
C -1.230 -0.398 -0.323 0.159 1.824 2.239
O -1.314 3.844 -0.012 -1.633 1.304 -0.472
P -0.156 1.112 -0.696 0.031 -1.346 -1.372
S -0.219 2.934 0.314 1.474 -1.337 0.371
H 0.282 -0.828 1.741 0.844 1.006 -0.135
H 1.504 -1.782 1.003 0.841 0.397 -0.189
H 0.107 -2.119 -0.887 -0.722 0.116 -0.037
H -0.987 -2.220 0.533 -0.414 -1.564 0.964
H 1.788 1.051 0.894 -0.733 -1.260 -2.354
H 1.894 0.282 -0.882 1.114 -0.666 0.391
H -1.974 -0.659 -1.023 -1.185 0.275 -0.687
H -1.665 0.033 0.727 0.539 -1.349 -2.444
H 0.178 0.984 -2.183 -0.649 0.295 1.635
```
Positions in Å, forces in eV/Å.

Summary:
* LUMO: 0.279 eV
* energy above the lowest of the compared OMol25 structures with the same formula, charge and spin: 371.3 kJ/mol
* calculated total energy: -972.4828 a.u.
* frontier orbital gap: 7.57 eV
* M: 136.2 g/mol
* highest occupied orbital energy: -0.268 Eh

Mulliken population analysis, charges in e, atoms 1 to 8:
1 C -0.67
2 C -0.62
3 C -0.60
4 C -0.70
5 O -0.55
6 P 0.16
7 S 0.10
8 H 0.30

2.
# C4H9PS

An isolated molecule of C4H9PS (ωB97M-V/def2-TZVPD, OMol25).

The geometry in XYZ format:
```
15
Properties=species:S:1:pos:R:3:forces:R:3
C 0.113 -0.838 -0.863 0.141 -0.093 0.237
C 0.673 -0.146 -2.088 0.176 0.309 -0.103
C 0.494 1.640 0.003 0.042 0.074 -0.103
C -0.383 -0.282 1.874 0.304 -0.003 -0.119
P 0.950 -0.062 0.613 -0.499 0.169 -0.363
S 0.659 1.669 -1.814 -0.010 -0.132 0.157
H -0.969 -0.695 -0.797 0.050 0.002 0.001
H 0.325 -1.909 -0.904 -0.044 -0.003 0.016
H 1.708 -0.437 -2.273 -0.105 -0.127 -0.028
H 0.081 -0.337 -2.982 0.037 -0.058 0.024
H -0.535 1.898 0.266 0.099 -0.050 0.087
H 1.168 2.395 0.406 -0.046 -0.040 0.030
H -0.153 0.339 2.738 -0.044 -0.007 0.088
H -0.390 -1.323 2.193 -0.051 -0.054 0.084
H -1.362 -0.013 1.480 -0.052 0.013 -0.009
```
Positions in Å, forces in eV/Å.

Summary:
* LUMO: 1.040 eV
* SMILES: CP1CCSC1
* energy above the lowest of the compared OMol25 structures with the same formula, charge and spin: 0.0 kJ/mol
* calculated total energy: -897.3441 a.u.
* frontier orbital gap: 9.51 eV
* M: 120.2 g/mol
* highest occupied orbital energy: -0.311 Eh

Mulliken population analysis, charges in e, atoms 1 to 8:
1 C -0.68
2 C -0.59
3 C -0.62
4 C -1.08
5 P 0.03
6 S -0.17
7 H 0.31
8 H 0.39

3.
# C4H9S

A cluster of 2 separate species, C4H9S in total (ωB97M-V/def2-TZVPD, OMol25).

The geometry in XYZ format:
```
14
Properties=species:S:1:pos:R:3:forces:R:3
C -2.206 -1.740 0.517 -0.114 -0.931 -0.152
S -2.942 -0.194 1.096 -0.105 0.087 0.223
H -1.391 -2.167 1.120 0.219 0.519 0.050
H -2.905 -2.591 0.504 -0.291 0.263 -0.058
H -1.856 -1.661 -0.516 0.218 0.048 -0.043
C 0.275 0.893 0.278 0.396 -0.694 -0.105
C 1.467 1.362 -0.482 -0.359 0.165 -0.079
C 2.531 0.670 -0.870 -0.492 0.465 -0.298
H -0.575 0.829 -0.399 -0.314 0.259 0.198
H 0.376 -0.113 0.689 0.181 -0.012 -0.057
H 0.035 1.538 1.112 -0.264 0.269 0.000
H 1.365 2.384 -0.846 0.250 0.093 0.126
H 3.229 1.175 -1.522 0.353 -0.296 0.011
H 2.597 -0.386 -0.680 0.323 -0.234 0.184
```
Positions in Å, forces in eV/Å.

Summary:
* LUMO: 3.687 eV
* charge: -1
* energy above the lowest of the compared OMol25 structures with the same formula, charge and spin: 72.5 kJ/mol
* calculated total energy: -555.9768 a.u.
* frontier orbital gap: 5.81 eV
* M: 89.2 g/mol
* highest occupied orbital energy: -0.078 Eh

Mulliken population analysis, charges in e, atoms 1 to 8:
1 C -0.92
2 S -0.73
3 H 0.21
4 H 0.28
5 H 0.20
6 C -0.96
7 C 0.08
8 C -0.71

4.
# C4H9S

A cluster of 2 separate species, C4H9S in total in a non-equilibrium geometry (ωB97M-V/def2-TZVPD, OMol25).

The geometry in XYZ format:
```
14
Properties=species:S:1:pos:R:3:forces:R:3
C 0.883 1.747 -1.651 1.980 -1.986 -0.421
S -0.269 1.440 -3.004 -0.170 -0.310 -0.279
H 1.950 2.067 -2.022 -1.514 -1.222 0.746
H 0.585 2.591 -1.151 -0.916 2.170 1.497
H 0.866 0.895 -0.847 0.642 1.271 -1.545
C -0.515 -1.631 0.072 -0.689 -0.455 -0.711
C -0.701 -1.060 1.440 0.250 0.189 1.532
C -0.039 0.060 1.836 -2.857 -2.046 2.048
H 0.526 -1.858 -0.175 -0.062 -0.087 0.399
H -1.105 -2.537 0.011 0.082 -0.481 -0.181
H -0.845 -1.044 -0.789 -0.148 0.592 0.248
H -1.374 -1.678 2.221 1.960 1.293 -1.734
H -0.150 0.205 2.955 0.410 0.744 -1.546
H 0.188 0.803 1.104 1.031 0.331 -0.053
```
Positions in Å, forces in eV/Å.

Summary:
* LUMO: 3.705 eV
* charge: -1
* energy above the lowest of the compared OMol25 structures with the same formula, charge and spin: 167.0 kJ/mol
* calculated total energy: -555.9408 a.u.
* frontier orbital gap: 5.81 eV
* M: 89.2 g/mol
* highest occupied orbital energy: -0.078 Eh

Mulliken population analysis, charges in e, atoms 1 to 8:
1 C -0.53
2 S -0.74
3 H 0.19
4 H 0.17
5 H -0.11
6 C -1.02
7 C 0.08
8 C -0.59

5.
# C4HBBrF6N

A cluster of 2 separate species, C4HBBrF6N in total in a non-equilibrium geometry (ωB97M-V/def2-TZVPD, OMol25).

The geometry in XYZ format:
```
14
Properties=species:S:1:pos:R:3:forces:R:3
B 1.709 0.127 -0.090 0.437 -1.355 2.004
C 0.250 -2.138 0.657 -1.340 -1.494 1.067
C 0.580 -0.988 0.005 2.417 0.473 -0.170
C 1.340 1.638 -0.283 3.911 0.240 -1.683
C 3.074 -0.148 0.874 -0.809 1.792 -0.711
N -0.230 -3.041 1.248 0.872 1.320 -0.939
F 1.925 2.316 0.711 -0.717 0.577 0.780
F 0.094 1.877 -0.387 -2.615 1.143 0.086
F 1.975 2.178 -1.419 -0.754 -0.594 0.453
F 4.161 0.653 0.507 -1.337 -0.908 0.645
F 2.739 0.063 2.156 -0.065 1.309 0.433
F 3.480 -1.377 0.914 1.042 -2.241 -1.048
Br 1.656 -1.170 -1.673 -0.325 -0.433 -0.738
H -1.418 0.084 -0.573 -0.718 0.172 -0.179
```
Positions in Å, forces in eV/Å.

Summary:
* LUMO (spin up / spin down): -1.692 / -3.563 eV
* energy above the lowest of the compared OMol25 structures with the same formula, charge and spin: 14.6 kJ/mol
* calculated total energy: -3405.6480 a.u.
* frontier orbital gap (spin up / spin down): 8.38 / 8.61 eV
* spin multiplicity: 3
* M: 267.8 g/mol
* highest occupied orbital energy (spin up / spin down): -0.370 / -0.447 Eh

Mulliken population analysis, charges in e, atoms 1 to 8:
1 B 0.35
2 C 0.24
3 C -0.01
4 C 0.72
5 C 0.53
6 N -0.36
7 F -0.23
8 F -0.22

6.
# C4HBr3O4

A structure of composition C4HBr3O4 in a non-equilibrium geometry (ωB97M-V/def2-TZVPD, OMol25).

The geometry in XYZ format:
```
12
Properties=species:S:1:pos:R:3:forces:R:3
C 0.979 -2.026 -0.055 0.083 0.016 -0.898
C -0.733 2.001 0.377 -1.277 -0.999 -0.160
C 1.002 -0.526 -0.066 -2.044 2.659 0.246
C -1.152 0.512 0.044 2.978 -1.231 -0.286
O 1.206 -2.546 -1.172 -0.189 -0.593 0.505
O -1.068 2.790 -0.513 0.457 0.763 0.067
O 0.755 -2.514 1.058 -0.110 -0.631 0.727
O -0.229 2.117 1.493 0.600 0.475 0.485
Br 1.790 0.222 -1.590 0.284 0.560 -1.001
Br -1.866 0.313 -1.700 -0.359 -0.411 -0.136
Br -2.006 -0.502 1.412 -0.144 0.155 -0.136
H 1.322 0.160 0.712 -0.279 -0.765 0.587
```
Positions in Å, forces in eV/Å.

Summary:
* LUMO: 5.365 eV
* charge: -2
* energy above the lowest of the compared OMol25 structures with the same formula, charge and spin: 86.7 kJ/mol
* calculated total energy: -8175.9995 a.u.
* frontier orbital gap: 6.31 eV
* M: 352.8 g/mol
* highest occupied orbital energy: -0.035 Eh

Mulliken population analysis, charges in e, atoms 1 to 8:
1 C 0.63
2 C 0.74
3 C -0.40
4 C -0.24
5 O -0.73
6 O -0.69
7 O -0.68
8 O -0.70

7.
# C4HBrClI

An isolated molecule of C4HBrClI in a non-equilibrium geometry (ωB97M-V/def2-TZVPD, OMol25).

The geometry in XYZ format:
```
8
Properties=species:S:1:pos:R:3:forces:R:3
C 1.472 -0.005 0.023 -2.653 -1.470 -0.045
C 0.458 0.833 -0.012 0.439 0.070 0.067
C -0.419 -1.226 0.028 2.741 1.824 -0.080
C -0.778 0.044 0.004 -1.339 -0.232 0.064
Cl 0.475 2.553 -0.067 0.099 0.140 0.001
Br -1.000 -2.929 -0.015 -0.158 -0.060 0.041
I -2.737 0.844 0.027 0.434 -0.240 -0.044
H 2.528 -0.115 0.012 0.438 -0.031 -0.003
```
Positions in Å, forces in eV/Å.

Summary:
* LUMO: -0.728 eV
* energy above the lowest of the compared OMol25 structures with the same formula, charge and spin: 188.2 kJ/mol
* calculated total energy: -3484.7294 a.u.
* frontier orbital gap: 8.02 eV
* M: 291.3 g/mol
* highest occupied orbital energy: -0.322 Eh

From a Mulliken analysis of the wavefunction, the atomic charges in e read:
1 C -0.54
2 C 0.52
3 C -0.35
4 C 0.01
5 Cl -0.19
6 Br -0.01
7 I 0.14
8 H 0.42

8.
# C4HClN2

An isolated molecule of C4HClN2 in a non-equilibrium geometry (ωB97M-V/def2-TZVPD, OMol25).

The geometry in XYZ format:
```
8
Properties=species:S:1:pos:R:3:forces:R:3
C 1.044 -0.260 -0.722 0.378 -0.246 -0.898
C 2.489 0.217 -0.553 -2.503 -0.821 -0.208
C -0.202 -0.276 -0.184 1.786 0.762 0.947
C -2.397 0.032 0.756 -1.167 0.478 0.209
N -3.453 0.330 1.097 -0.324 0.130 0.059
N -1.217 -0.383 0.450 2.094 -0.714 -0.881
Cl 2.715 1.142 0.827 -0.074 0.441 0.729
H 1.021 -0.802 -1.671 -0.190 -0.030 0.042
```
Positions in Å, forces in eV/Å.

Summary:
* LUMO: -1.468 eV
* energy above the lowest of the compared OMol25 structures with the same formula, charge and spin: 328.3 kJ/mol
* calculated total energy: -722.5295 a.u.
* frontier orbital gap: 7.89 eV
* M: 112.5 g/mol
* highest occupied orbital energy: -0.344 Eh

From a Mulliken analysis of the wavefunction, the atomic charges in e read:
1 C -0.71
2 C -0.20
3 C 0.87
4 C 0.46
5 N -0.36
6 N -0.28
7 Cl -0.07
8 H 0.29

Q: Which of these has the lowest energy above the lowest of the compared OMol25 structures with the same formula, charge and spin?
A: C4H9PS

Q: energy above the lowest of the compared OMol25 structures with the same formula, charge and spin of number 5 (C4HBBrF6N)?
A: 14.6 kJ/mol

Q: Which value of energy above the lowest of the compared OMol25 structures with the same formula, charge and spin does entry 3 give?
A: 72.5 kJ/mol